Density functional theory data (ωB97M-V/def2-TZVPD) for a molecular structure, C8H5IO3 at a distorted geometry.

Computed properties:
- net charge = 0
- HOMO level (eV) = -6.78
- energy above the lowest of the compared OMol25 structures with the same formula, charge and spin (eV) = 2.532

Last column: Mulliken charge in e.
Positions of all 17 atoms, in Å:
1 C -2.833 1.178 0.485  -0.189
2 C -1.897 0.633 -0.454  -0.508
3 C -2.132 1.478 1.620  -0.734
4 C -0.669 0.595 0.247  0.418
5 C 0.685 0.262 -0.114  -0.225
6 C 3.090 -1.812 0.551  -0.495
7 C 3.012 -1.270 -0.711  0.864
8 C 0.904 -0.868 -1.140  -0.515
9 O 4.164 -0.924 -0.239  -0.301
10 O -0.797 1.132 1.444  -0.321
11 O 2.298 -0.714 -1.602  -0.194
12 I 1.760 -0.412 1.662  0.340
13 H -3.883 1.269 0.201  0.377
14 H -2.223 0.246 -1.446  0.290
15 H -2.516 1.800 2.530  0.468
16 H 0.754 -1.886 -0.895  0.436
17 H 0.280 -0.706 -2.140  0.290


Density functional theory data (ωB97M-V/def2-TZVPD) for a gas-phase ion, C12H26B2IO6 (charge -1) at a distorted geometry.

Computed properties:
- net charge = -1
- HOMO level (eV) = -5.22

Last column: Mulliken charge in e.
Positions of all 47 atoms, in Å:
1 C -2.293 0.618 2.765  -0.811
2 C -2.259 -1.038 2.760  -0.248
3 C -2.979 -1.627 1.372  -0.533
4 O -2.104 -1.561 0.192  -0.265
5 C -0.928 -2.453 0.332  -0.600
6 C 0.395 -1.539 0.011  -0.021
7 O 0.158 -0.087 0.128  -0.183
8 B 1.468 0.605 -0.111  0.595
9 C 1.580 1.971 0.809  -0.242
10 C 2.206 3.274 0.060  -0.338
11 C 1.161 4.279 -0.684  -0.772
12 I -0.676 4.749 0.401  -0.076
13 O 1.768 0.650 -1.553  -0.558
14 C 0.672 1.238 -2.335  -0.236
15 C -0.316 0.168 -3.081  -0.080
16 C -1.872 0.764 -3.119  -0.785
17 O 2.421 -0.421 0.444  -0.497
18 C 1.726 -1.644 0.964  -0.056
19 B 2.353 -3.121 0.592  0.719
20 O 2.354 -4.207 1.633  -0.604
21 O 2.904 -3.505 -0.750  -0.574
22 H -3.417 0.916 2.565  0.316
23 H -1.642 1.099 1.920  0.046
24 H -2.022 0.970 3.849  0.292
25 H -1.197 -1.489 2.954  0.192
26 H -2.989 -1.369 3.643  0.354
27 H -3.432 -2.710 1.540  0.258
28 H -3.888 -0.895 1.165  0.264
29 H -1.009 -3.244 -0.553  0.171
30 H -0.885 -3.035 1.349  0.306
31 H 0.761 -1.958 -1.018  0.273
32 H 0.544 2.115 1.329  0.015
33 H 2.342 1.695 1.687  -0.011
34 H 2.910 3.875 0.810  0.317
35 H 2.939 2.856 -0.785  0.170
36 H 1.735 5.320 -0.809  0.403
37 H 0.903 3.961 -1.802  0.262
38 H 1.187 1.876 -3.201  0.186
39 H 0.020 1.883 -1.608  -0.083
40 H -0.376 -0.892 -2.590  -0.101
41 H 0.012 0.058 -4.214  0.440
42 H -2.154 0.998 -4.246  0.262
43 H -1.968 1.788 -2.524  0.209
44 H -2.645 0.027 -2.624  0.142
45 H 1.378 -1.650 2.083  -0.082
46 H 2.834 -5.010 1.263  0.285
47 H 2.320 -4.299 -1.013  0.280


Density functional theory data (ωB97M-V/def2-TZVPD) for 4 unconnected molecules or ions with the total composition C36H60BF9N4O4P at a distorted geometry.

Computed properties:
- net charge = -1
- HOMO level (eV) = -4.77

Last column: Mulliken charge in e.
Positions of all 115 atoms, in Å:
1 C -0.529 -4.119 4.731  -1.532
2 C 0.161 -3.543 3.482  0.203
3 C 0.458 -2.045 3.652  -1.152
4 C 0.429 -1.281 2.305  0.447
5 C -0.602 -0.154 2.240  -1.771
6 C -1.213 -0.009 0.821  0.098
7 C -0.208 0.723 -0.090  -1.735
8 P -0.590 1.211 -1.898  3.912
9 N -1.016 1.669 -3.604  -0.961
10 C -2.258 0.217 -1.890  -2.437
11 C -3.566 0.747 -1.247  -0.234
12 C -4.453 -0.381 -0.648  -0.747
13 C -5.082 0.067 0.678  -0.504
14 C -6.369 -0.677 1.072  -0.548
15 O -6.526 -1.896 0.352  -0.159
16 C -7.777 -2.409 0.261  0.615
17 C -8.907 -1.536 -0.229  -0.932
18 O -7.966 -3.590 0.491  -0.592
19 C 0.319 -0.392 -2.600  -0.653
20 B -0.236 -1.812 -2.322  0.227
21 O -0.230 -2.354 -1.033  -0.188
22 O -0.737 -2.681 -3.328  -0.656
23 C 1.148 2.133 -2.012  0.570
24 C 1.897 2.015 -3.360  -2.172
25 C 2.222 1.962 -0.905  -1.328
26 C 3.037 0.683 -0.643  0.061
27 C 4.417 0.613 -1.342  -1.716
28 C -1.429 2.984 -1.417  0.273
29 F -0.855 4.004 -2.196  -0.399
30 F -2.751 3.169 -1.802  -0.350
31 C -1.366 3.637 -0.035  0.614
32 F -0.075 3.925 0.312  -0.381
33 F -1.875 2.841 0.946  -0.368
34 C -2.167 4.985 0.145  0.645
35 F -3.439 4.713 0.536  -0.307
36 F -2.246 5.782 -0.929  -0.275
37 C -1.557 5.873 1.280  0.582
38 F -2.499 6.819 1.587  -0.300
39 F -1.289 5.207 2.414  -0.240
40 F -0.467 6.556 0.853  -0.247
41 H -1.603 -3.985 4.628  0.333
42 H -0.230 -3.583 5.625  0.363
43 H -0.327 -5.180 4.829  0.400
44 H -0.498 -3.701 2.632  0.215
45 H 1.082 -4.087 3.298  0.212
46 H 1.476 -1.985 4.028  0.320
47 H -0.250 -1.617 4.352  0.552
48 H 1.417 -0.912 2.041  0.094
49 H 0.177 -2.011 1.540  -0.207
50 H -0.178 0.792 2.574  0.430
51 H -1.430 -0.370 2.917  0.507
52 H -1.401 -1.034 0.524  0.360
53 H -2.171 0.479 0.971  -0.554
54 H 0.157 1.521 0.546  0.973
55 H 0.571 -0.028 -0.181  0.320
56 H -1.995 1.843 -3.773  0.339
57 H -0.504 2.438 -4.018  0.387
58 H -2.148 -0.739 -1.380  0.155
59 H -2.511 -0.101 -2.899  0.839
60 H -4.193 1.175 -2.022  0.690
61 H -3.432 1.457 -0.443  -0.219
62 H -5.240 -0.646 -1.346  0.631
63 H -3.881 -1.284 -0.445  0.244
64 H -4.341 -0.085 1.457  0.018
65 H -5.312 1.127 0.623  0.351
66 H -7.209 -0.003 0.936  0.248
67 H -6.334 -0.890 2.140  0.273
68 H -9.824 -2.062 -0.007  0.324
69 H -8.828 -1.386 -1.301  0.261
70 H -8.962 -0.569 0.254  0.377
71 H 1.347 -0.498 -2.239  0.383
72 H 0.387 -0.358 -3.680  -0.229
73 H -0.354 -3.301 -1.120  0.198
74 H -0.056 -3.331 -3.508  0.278
75 H 1.016 3.208 -1.920  0.367
76 H 1.295 1.753 -4.221  0.444
77 H 2.652 1.235 -3.288  0.338
78 H 2.448 2.929 -3.579  0.347
79 H 3.006 2.669 -1.207  0.889
80 H 1.928 2.402 0.041  0.153
81 H 3.281 0.678 0.419  0.482
82 H 2.537 -0.267 -0.794  -0.397
83 H 4.481 1.377 -2.114  0.403
84 H 4.579 -0.337 -1.841  0.331
85 H 5.221 0.842 -0.651  0.405
86 N 1.018 9.061 1.515  0.091
87 C 2.066 9.704 2.110  -0.650
88 C 2.112 10.981 1.617  -0.346
89 C 1.043 11.112 0.688  -0.646
90 C 0.388 9.909 0.650  -0.181
91 H 0.750 8.110 1.683  0.225
92 H 2.688 9.200 2.830  0.361
93 H 2.829 11.737 1.890  0.392
94 H 0.786 11.986 0.114  0.378
95 H -0.469 9.585 0.084  0.392
96 N 2.286 -4.483 -0.036  0.269
97 C 1.469 -5.441 0.493  -0.272
98 C 2.261 -6.390 1.086  -0.825
99 C 3.611 -5.983 0.910  -0.635
100 C 3.591 -4.800 0.217  -0.668
101 H 1.971 -3.664 -0.530  0.155
102 H 0.398 -5.367 0.406  0.421
103 H 1.911 -7.275 1.590  0.419
104 H 4.493 -6.496 1.254  0.633
105 H 4.391 -4.161 -0.115  0.503
106 N 6.717 -6.532 -1.705  0.020
107 C 5.904 -7.496 -1.178  -0.641
108 C 6.702 -8.442 -0.593  -0.401
109 C 8.052 -8.027 -0.771  -0.393
110 C 8.027 -6.845 -1.460  -0.536
111 H 6.399 -5.718 -2.196  0.228
112 H 4.835 -7.424 -1.264  0.539
113 H 6.358 -9.330 -0.090  0.403
114 H 8.937 -8.538 -0.431  0.388
115 H 8.823 -6.202 -1.794  0.382


Density functional theory data (ωB97M-V/def2-TZVPD) for 2 unconnected molecules or ions with the total composition C4H4N2 at a distorted geometry.

Computed properties:
- net charge = 0
- HOMO level (eV) = -10.24
- energy above the lowest of the compared OMol25 structures with the same formula, charge and spin (eV) = 3.609

Last column: Mulliken charge in e.
Positions of all 10 atoms, in Å:
1 C 1.059 -0.195 -0.101  -0.591
2 C 0.021 0.651 -0.238  -0.260
3 C -0.264 1.120 -1.560  0.257
4 N -0.533 1.354 -2.661  -0.370
5 C -1.661 -0.879 0.690  0.057
6 N -0.968 -1.077 1.631  -0.338
7 H -0.042 -0.862 1.972  0.319
8 H 1.849 -0.122 -0.827  0.245
9 H 1.155 -1.048 0.559  0.196
10 H -0.615 1.058 0.534  0.485


Density functional theory data (ωB97M-V/def2-TZVPD) for C5H7NO in the gas phase at a distorted geometry.

Computed properties:
- net charge = 0
- HOMO level (eV) = -8.42
- energy above the lowest of the compared OMol25 structures with the same formula, charge and spin (eV) = 2.912
- structure (SMILES) = C=C/C(N)=C\C=O

Last column: Mulliken charge in e.
Positions of all 14 atoms, in Å:
1 C -0.109 0.572 -0.070  0.948
2 C -0.361 -1.010 -0.080  -0.236
3 C -1.628 -1.444 -0.105  -0.996
4 C 1.218 1.070 -0.177  -0.851
5 C 2.231 -0.007 0.007  0.165
6 H -2.071 0.727 0.342  0.151
7 H -1.142 2.234 0.154  0.234
8 H 0.515 -1.527 0.165  0.629
9 H -2.636 -0.924 -0.232  0.179
10 H -1.773 -2.465 0.051  0.286
11 H 1.451 2.128 -0.230  0.289
12 H 3.201 0.642 -0.248  0.157
13 N -1.167 1.230 0.232  -0.345
14 O 2.270 -1.228 0.189  -0.609


Density functional theory data (ωB97M-V/def2-TZVPD) for C6H10O in the gas phase.

Computed properties:
- net charge = 0
- HOMO level (eV) = -9.38
- energy above the lowest of the compared OMol25 structures with the same formula, charge and spin (eV) = 1.361
- structure (SMILES) = C[C@H]1O[C@H]2CC[C@H]21

Last column: Mulliken charge in e.
Positions of all 17 atoms, in Å:
1 C 1.899 0.857 -0.163  -1.414
2 C 1.178 -0.456 0.059  0.147
3 O 0.576 -0.494 1.376  -0.470
4 C -0.680 -0.940 0.846  -0.017
5 C -1.722 0.169 0.614  -0.708
6 C -1.125 0.416 -0.798  -0.814
7 C -0.174 -0.779 -0.603  0.017
8 H 1.240 1.712 0.013  0.343
9 H 2.719 0.928 0.560  0.343
10 H 2.325 0.933 -1.169  0.328
11 H 1.893 -1.285 -0.064  0.323
12 H -1.010 -1.881 1.297  0.393
13 H -1.721 1.000 1.326  0.287
14 H -2.731 -0.251 0.556  0.289
15 H -1.834 0.319 -1.624  0.310
16 H -0.609 1.370 -0.919  0.232
17 H -0.225 -1.618 -1.306  0.411


Density functional theory data (ωB97M-V/def2-TZVPD) for a molecular structure, C45H48BN5O5P3Pt.

Computed properties:
- net charge = +1
- HOMO level (alpha / beta) (eV) = -7.92 / -10.64
- energy above the lowest of the compared OMol25 structures with the same formula, charge and spin (eV) = 0.519
- multiplicity = 5

Last column: Mulliken charge in e.
Positions of all 108 atoms, in Å:
1 Pt -0.021 -0.509 0.194  2.790
2 C -0.095 -5.207 -5.603  -0.540
3 C -1.192 -4.926 -4.803  -0.999
4 C -1.053 -4.088 -3.702  -0.026
5 C 0.184 -3.535 -3.395  0.095
6 C 1.283 -3.820 -4.204  0.026
7 C 1.144 -4.652 -5.301  -0.850
8 P 0.371 -2.335 -2.029  1.426
9 C -1.209 -2.367 -1.121  0.137
10 C -1.441 -3.393 -0.187  -0.754
11 C -2.713 -3.621 0.305  -0.645
12 C -3.777 -2.843 -0.128  -0.892
13 C -3.571 -1.832 -1.060  -0.745
14 C -2.305 -1.601 -1.563  -0.085
15 C 1.451 -3.328 -0.861  -0.232
16 C 1.794 -4.666 -1.140  -0.630
17 C 2.696 -5.354 -0.348  -1.014
18 C 3.282 -4.742 0.748  -0.957
19 C 2.979 -3.408 1.045  1.015
20 C 3.579 -2.772 2.158  -0.839
21 C 3.337 -1.422 2.444  -0.910
22 C 2.506 -0.691 1.645  -0.786
23 C 1.732 -1.321 0.598  -0.357
24 C 2.055 -2.685 0.235  0.468
25 H -0.202 -5.859 -6.460  0.416
26 H -2.157 -5.358 -5.032  0.449
27 H -1.918 -3.875 -3.086  0.336
28 H 2.251 -3.387 -3.976  0.494
29 H 2.002 -4.870 -5.924  0.443
30 H -0.620 -3.996 0.171  0.261
31 H -2.871 -4.406 1.033  0.491
32 H -4.771 -3.026 0.259  0.420
33 H -4.401 -1.227 -1.400  0.500
34 H -2.141 -0.821 -2.291  0.272
35 H 1.315 -5.186 -1.957  0.542
36 H 2.917 -6.391 -0.569  0.442
37 H 3.957 -5.290 1.392  0.448
38 H 4.276 -3.337 2.763  0.440
39 H 3.842 -0.954 3.279  0.491
40 H 2.355 0.363 1.823  0.605
41 C 2.229 3.918 2.185  -0.749
42 N 0.847 4.118 1.767  0.449
43 C 0.302 5.441 2.044  -1.158
44 P -0.111 2.894 1.304  -0.961
45 O 0.681 1.644 1.108  0.063
46 O -0.783 3.374 -0.086  -0.343
47 P -0.926 2.450 -1.404  -0.751
48 O -1.199 1.045 -0.995  0.187
49 N -2.189 3.133 -2.169  0.578
50 C -2.598 4.528 -2.054  -0.992
51 C -2.636 2.467 -3.393  -0.679
52 N 0.432 2.667 -2.287  0.831
53 C 0.614 3.976 -2.918  -1.066
54 C 1.694 2.092 -1.814  -1.306
55 N -1.399 2.863 2.304  0.448
56 C -1.105 2.774 3.740  -0.981
57 C -2.622 2.146 1.935  -0.429
58 H 2.345 4.197 3.236  0.362
59 H 2.903 4.537 1.588  0.275
60 H 2.512 2.877 2.062  0.074
61 H 0.363 5.663 3.113  0.370
62 H -0.742 5.499 1.742  0.281
63 H 0.865 6.201 1.499  0.377
64 H -2.177 4.982 -1.162  0.153
65 H -3.685 4.578 -1.985  0.329
66 H -2.286 5.107 -2.928  0.405
67 H -2.306 1.429 -3.404  -0.034
68 H -2.237 2.968 -4.282  0.304
69 H -3.725 2.487 -3.439  0.362
70 H -0.299 4.311 -3.400  0.281
71 H 1.381 3.893 -3.685  0.389
72 H 0.939 4.736 -2.197  0.245
73 H 1.544 1.084 -1.436  0.223
74 H 2.142 2.705 -1.026  0.218
75 H 2.388 2.035 -2.653  0.538
76 H -0.177 3.293 3.973  0.293
77 H -1.016 1.734 4.054  0.160
78 H -1.911 3.255 4.297  0.405
79 H -2.778 2.157 0.860  0.067
80 H -3.473 2.630 2.415  0.425
81 H -2.574 1.104 2.265  0.075
82 O -0.370 -0.389 3.257  0.364
83 B -0.509 -1.183 2.112  0.324
84 O -0.519 -2.538 2.478  -0.123
85 C -0.336 -2.561 3.844  0.349
86 C -0.229 -3.649 4.677  -0.902
87 C -0.017 -3.377 6.031  -0.639
88 C 0.077 -2.073 6.503  -0.635
89 C -0.038 -0.980 5.642  -1.166
90 C -0.243 -1.269 4.315  0.576
91 H -0.304 -4.659 4.298  0.538
92 H 0.074 -4.200 6.726  0.427
93 H 0.241 -1.899 7.558  0.439
94 H 0.033 0.039 5.996  0.508
95 N 0.322 2.900 -10.194  -0.471
96 C 0.302 2.349 -9.186  -0.112
97 C 0.276 1.665 -7.915  0.564
98 C -0.665 0.663 -7.688  -0.841
99 C -0.694 0.015 -6.467  -0.421
100 C 0.214 0.364 -5.465  -0.117
101 C 1.161 1.357 -5.709  -0.178
102 C 1.194 2.010 -6.928  -0.959
103 C 0.169 -0.307 -4.199  0.661
104 C 0.090 -0.878 -3.132  -0.817
105 H -1.367 0.400 -8.467  0.483
106 H -1.417 -0.767 -6.278  0.572
107 H 1.880 1.602 -4.942  0.629
108 H 1.930 2.778 -7.122  0.479


Density functional theory data (ωB97M-V/def2-TZVPD) for a molecular structure, Ca2H8N2O10 at a distorted geometry.

Computed properties:
- net charge = +2
- HOMO level (eV) = -12.05
- energy above the lowest of the compared OMol25 structures with the same formula, charge and spin (eV) = 11.733

Last column: Mulliken charge in e.
Positions of all 22 atoms, in Å:
1 Ca -13.951 1.961 11.716  1.820
2 Ca -21.664 2.269 11.576  1.695
3 N -20.048 3.224 7.155  0.997
4 O -20.019 4.383 6.732  -0.544
5 O -20.021 2.313 6.328  -0.501
6 O -19.877 2.942 8.307  -0.647
7 N -18.059 -0.588 11.762  0.876
8 O -18.019 -1.795 12.026  -0.509
9 O -19.146 -0.088 11.473  -0.577
10 O -17.085 0.128 11.951  -0.684
11 O -17.236 -1.400 7.142  -0.610
12 H -17.700 -1.488 7.974  0.306
13 H -16.368 -1.766 7.311  0.306
14 O -15.318 2.769 14.508  -0.603
15 H -15.002 2.840 15.409  0.336
16 H -16.176 2.354 14.587  0.334
17 O -20.526 -3.821 9.989  -0.622
18 H -20.759 -3.228 9.275  0.307
19 H -19.909 -3.322 10.524  0.315
20 O -17.627 -4.378 15.046  -0.631
21 H -17.751 -4.042 14.158  0.323
22 H -18.393 -4.069 15.529  0.312


Look up the net charge of the third one.
-1